1.
Here is a molecular structure, C29H47BCl2LuN3O6Si at a distorted geometry from OMol25. Energies are from ωB97M-V/def2-TZVPD.

```
90
Properties=species:S:1:pos:R:3:mulliken_charge:R:1
C -1.6284 -0.5943 -4.0871 -1.364
C -1.1023 -1.8865 -3.5381 -0.307
H -1.3495 -0.4526 -5.1349 0.359
H -1.2280 0.2573 -3.5216 0.050
H -2.7292 -0.5323 -4.0509 0.332
C -0.6048 -2.8857 -4.2712 0.313
C -0.4523 -2.8813 -5.7439 -1.579
H -0.3371 -3.8245 -3.7916 0.476
H -0.6477 -1.9180 -6.2137 0.379
H -1.1281 -3.6099 -6.2022 0.301
H 0.5587 -3.1925 -6.0231 0.298
Lu 0.5620 0.3451 -0.2108 1.390
Cl 0.1941 2.1053 -1.8333 -0.769
C -0.5642 -2.3519 1.4099 -1.157
O -0.5273 -0.9808 1.4708 -0.669
N -0.2564 -3.1444 2.3947 0.535
C 1.0608 -3.1973 3.0590 -0.959
C -1.1290 -4.3107 2.6289 -1.038
H -1.1139 -2.7964 0.5742 1.143
H 1.5566 -2.2301 2.9766 0.266
H 1.6664 -3.9848 2.5877 0.285
H 0.8827 -3.4480 4.1044 0.272
H -2.1615 -4.0558 2.4053 0.202
H -1.0639 -4.6006 3.6741 0.448
H -0.8219 -5.1534 2.0049 0.271
H 0.3591 3.2611 5.0197 0.341
H -1.2477 4.7855 4.3826 0.307
C 0.8266 3.1923 4.0282 -0.968
C -0.9164 4.7992 3.3362 -0.965
N -0.1791 3.5745 3.0242 0.311
H 1.1936 2.1749 3.8538 0.253
C -0.2788 3.0054 1.8091 0.356
O 0.3913 1.9900 1.4256 -0.816
H -1.7968 4.8953 2.6828 0.323
H -1.0180 3.4982 1.1379 0.179
H 1.6563 3.9173 4.0258 0.340
H -0.2756 5.6873 3.2121 0.348
H 1.2699 -0.4403 -3.5773 0.219
H 2.3346 -2.9660 -3.6013 0.147
C 2.3087 -0.1810 -3.3592 -0.975
C 3.2596 -2.4703 -3.2893 -0.793
N 2.9166 -1.2570 -2.5608 0.386
H 2.3054 0.7628 -2.7997 0.350
C 3.2345 -1.1158 -1.2755 -0.001
O 2.5853 -0.3280 -0.4842 -0.658
H 3.8026 -3.1333 -2.6060 0.333
H 4.1019 -1.6900 -0.9112 0.375
H 2.8700 -0.0610 -4.2930 0.378
H 3.8710 -2.2363 -4.1654 0.326
O -0.3291 -1.1401 -1.3490 0.695
C -1.2065 -1.9963 -2.0312 0.676
C 0.1034 -4.0589 -1.3305 0.718
C -1.1239 -3.4312 -1.5196 -0.859
H 1.0142 -3.5473 -1.6469 0.132
C 0.1356 -5.3118 -0.7147 -0.633
H -2.2346 -1.6764 -1.8196 0.199
C -2.3186 -4.0651 -1.1478 0.017
H 1.0937 -5.8005 -0.5469 0.395
C -1.0544 -5.9440 -0.3478 -0.716
C -2.2816 -5.3175 -0.5490 -0.664
H -3.2587 -3.5394 -1.3064 0.408
H -1.0272 -6.9319 0.1235 0.358
H -3.2113 -5.8056 -0.2610 0.400
Si -0.4266 6.2870 -3.1883 0.536
Cl -0.6842 5.1867 -4.9331 -0.337
C 1.4048 6.2012 -2.8038 -0.845
C -1.5143 5.4730 -1.9044 -0.491
C -0.9560 8.0639 -3.4952 -0.949
H 1.7340 5.1552 -2.7384 0.192
H 1.6337 6.6946 -1.8492 0.316
H 1.9870 6.7029 -3.5881 0.273
H -0.3362 8.5489 -4.2607 0.266
H -0.8744 8.6604 -2.5758 0.321
H -1.9991 8.1150 -3.8315 0.266
H -1.2062 4.4318 -1.7312 -0.114
H -2.5573 5.4818 -2.2435 0.313
H -1.4714 6.0083 -0.9440 0.254
O -2.8963 -1.5809 1.6791 -0.315
B -1.9637 -0.6092 1.2825 -0.236
O -2.2739 0.6515 1.7683 0.222
C -3.2765 0.4063 2.6954 0.782
C -3.6170 1.2125 3.7493 -1.022
C -4.0862 0.5946 4.9159 -0.379
C -4.3056 -0.7956 4.9619 -0.602
C -4.1281 -1.5761 3.8153 -0.872
C -3.5969 -0.9590 2.6905 0.228
H -3.4961 2.2967 3.6893 0.406
H -4.2843 1.1925 5.8213 0.342
H -4.6252 -1.2623 5.9086 0.328
H -4.3299 -2.6502 3.8165 0.421
```

Calculated values
Total charge: 0
HOMO-LUMO gap (alpha / beta) in eV: 5.05 / 3.79
ΔE to the lowest compared entry with this formula, charge and spin in eV: 0.7060
M in g mol⁻¹: 818.48


2.
Here is a molecular structure, C29H47BrEuN2OP2 at a distorted geometry from OMol25. Energies are from ωB97M-V/def2-TZVPD.

```
83
Properties=species:S:1:pos:R:3:lowdin_spin:R:1
C 1.9978 -6.2423 -5.0113 0.000
C 1.3348 -4.9920 -5.0821 0.000
C 0.7208 -4.6612 -6.3156 0.000
C 0.7999 -5.5677 -7.3771 0.000
N 1.4288 -6.7543 -7.3108 0.000
C 2.0112 -7.0677 -6.1400 0.000
C 1.2878 -4.1105 -3.9674 0.002
C 1.2472 -3.3486 -3.0040 0.000
C 1.2002 -2.4667 -1.8885 0.004
C 0.9251 -2.9538 -0.5854 -0.005
C 0.8793 -2.0811 0.5064 -0.009
C 1.1056 -0.6928 0.3546 -0.106
C 1.3805 -0.2148 -0.9484 -0.013
C 1.4271 -1.0760 -2.0492 -0.005
Eu 1.0393 0.5508 1.9272 6.222
P -1.2701 0.2708 2.0972 -0.008
H 0.1944 -3.7090 -6.4294 0.000
H 2.4901 -6.5517 -4.0848 0.000
H 0.3281 -5.3232 -8.3389 0.000
H 2.5217 -8.0398 -6.0983 0.000
H 1.6393 -0.6848 -3.0496 -0.001
H 0.7492 -4.0254 -0.4455 -0.001
H 1.5606 0.8549 -1.1074 -0.001
H 0.6640 -2.4907 1.5004 -0.002
C -1.9057 1.6426 3.1810 0.000
C -3.4127 1.9192 3.2473 0.000
H -1.3732 2.5403 2.8173 0.000
H -1.4720 1.4274 4.1748 0.000
H -3.6308 2.5775 4.1072 0.000
H -3.7693 2.4351 2.3393 0.000
H -4.0047 0.9988 3.3730 0.000
C -2.2278 0.3400 0.5049 0.000
C -3.1480 -0.8320 0.1400 0.000
H -1.4601 0.4754 -0.2776 0.001
H -2.7812 1.2969 0.5325 0.001
H -3.5675 -0.6740 -0.8695 0.000
H -2.5934 -1.7857 0.1194 0.000
H -3.9917 -0.9443 0.8394 0.000
C -1.6883 -1.3524 2.9023 0.000
C -3.0222 -1.4888 3.6475 0.000
H -0.8496 -1.5165 3.6016 0.000
H -1.5925 -2.1095 2.1009 0.000
H -3.1306 -2.5215 4.0245 0.000
H -3.0548 -0.8166 4.5214 0.000
H -3.8942 -1.2709 3.0099 0.000
Br 0.9551 2.1275 3.9211 -0.062
P -0.9019 4.4738 -2.5237 0.625
C -2.2144 3.5953 -1.4981 0.095
C -3.4049 4.4842 -1.1113 0.009
H -1.7420 3.1466 -0.6017 0.015
H -2.5740 2.7538 -2.1199 0.002
H -4.2824 3.8716 -0.8362 0.000
H -3.1695 5.1348 -0.2515 0.000
H -3.6948 5.1397 -1.9513 0.004
C 0.4843 4.6337 -1.2650 0.094
C 1.4607 5.7841 -1.5427 0.009
H 1.0257 3.6686 -1.2952 0.016
H 0.0510 4.7260 -0.2492 0.002
H 1.9687 6.1021 -0.6145 0.000
H 2.2360 5.4832 -2.2697 0.000
H 0.9402 6.6671 -1.9526 0.004
C -0.2201 2.9885 -3.4518 0.091
C -0.7363 2.8847 -4.8927 0.008
H -0.4418 2.0621 -2.8857 0.016
H 0.8802 3.1055 -3.4535 0.001
H -0.0592 2.2701 -5.5127 0.000
H -1.7364 2.4167 -4.9340 0.000
H -0.8165 3.8829 -5.3582 0.004
C 3.9123 -0.2000 5.7547 0.000
N 3.1798 -0.2967 4.4958 0.000
C 3.7229 0.3746 3.3170 -0.001
C 2.0771 -1.1160 4.4023 0.000
C 1.7415 -2.0989 5.4955 0.000
O 1.3311 -1.1048 3.4256 -0.010
H 4.7945 0.4686 5.6795 0.000
H 4.2742 -1.1987 6.0732 0.000
H 3.2469 0.2209 6.5400 0.000
H 3.9943 -0.3884 2.5585 0.000
H 3.0303 1.0743 2.8455 -0.001
H 4.6430 0.9494 3.5526 0.000
H 1.5470 -1.5582 6.4456 0.000
H 0.8281 -2.6777 5.2384 0.000
H 2.5771 -2.8145 5.6370 0.000
```

Calculated values
Total charge: +2
HOMO-LUMO gap (alpha / beta) in eV: 7.32 / 2.76
ΔE to the lowest compared entry with this formula, charge and spin in eV: 6.1338
2S+1: 8
M in g mol⁻¹: 733.52